Record 1
Computed, not measured: a cluster of 3 separate species, C26H47BrF9NO4S in total in a non-equilibrium geometry, with wB97M-V/def2-TZVPD.

```
89
Properties=species:S:1:pos:R:3:forces:R:3:lowdin_charge:R:1
C -2.149 0.406 -1.855 0.19 -0.56 1.30 -0.1434
C -1.628 0.966 -0.368 -0.63 -0.12 -0.33 -0.2488
C -0.298 1.961 -0.507 -0.73 -0.70 -0.43 -0.1887
C 0.952 1.476 0.493 -0.88 1.03 -1.40 -0.1859
C 2.296 1.484 -0.438 -1.22 -0.70 -0.38 -0.1199
C 3.599 0.694 0.229 -1.25 3.12 0.77 -0.3572
C 3.526 0.539 1.859 0.32 -0.53 1.26 -0.1735
C 2.659 -0.743 2.407 -1.09 1.01 0.70 -0.6365
C 1.463 -0.259 3.472 -0.39 -1.16 -0.17 -0.1729
Br 3.898 -1.895 3.548 -0.89 0.53 -1.12 0.6409
O 4.774 1.538 -0.178 -1.15 0.90 2.19 -0.0730
C 4.986 2.649 0.750 6.09 -0.51 5.14 -0.3127
N 4.212 3.943 0.837 -0.23 -2.67 -0.85 0.0964
O 6.041 2.530 1.603 -7.16 0.58 -5.87 0.0160
S 3.946 -0.976 -0.636 10.21 -1.65 -1.14 0.9389
O 4.930 -0.671 -1.834 -4.95 -0.56 3.70 -0.3198
O 4.763 -1.947 0.294 -4.65 3.22 -2.46 -0.3389
C 2.435 -1.754 -1.417 -3.53 0.39 -2.47 -0.2392
F 2.349 -1.162 -2.805 0.09 -2.09 4.42 -0.0032
F 1.144 -1.438 -0.767 3.67 -0.87 -1.58 0.0009
C 2.509 -3.388 -1.560 3.08 -1.78 0.28 -0.0875
F 2.761 -4.092 -0.247 -1.07 2.61 -4.16 0.0296
F 3.715 -3.709 -2.410 -4.22 1.26 2.85 0.0400
C 1.183 -4.101 -2.197 -0.59 -1.40 -2.95 -0.0906
F 0.261 -3.214 -2.933 3.21 -2.52 2.57 0.0472
F 1.692 -5.106 -3.204 -1.80 3.25 3.33 0.0338
C 0.276 -4.965 -1.129 -3.00 -2.27 0.49 -0.1207
F -0.991 -5.322 -1.870 4.35 1.23 2.62 0.0236
F -0.170 -4.193 0.063 2.00 -2.82 -4.14 0.0454
F 0.890 -6.297 -0.774 -2.09 5.29 -0.97 0.0413
H -1.346 -0.398 -2.191 -1.63 1.88 0.31 0.0717
H -2.282 1.287 -2.618 0.26 -1.88 1.41 0.0741
H -3.162 -0.201 -1.684 2.14 1.52 -0.54 0.0872
H -1.412 -0.004 0.263 -0.17 2.00 -1.11 0.0959
H -2.520 1.520 0.187 1.93 -1.07 -1.23 0.1084
H 0.004 1.900 -1.656 -0.35 0.12 2.47 0.1096
H -0.631 3.067 -0.319 0.75 -2.10 -0.21 0.1102
H 0.626 0.430 0.903 1.02 2.10 -0.58 0.0898
H 1.043 2.310 1.317 -0.11 -1.99 -1.29 0.1128
H 2.527 2.617 -0.695 -0.05 -2.63 0.68 0.1308
H 1.981 0.996 -1.482 0.94 0.94 2.27 0.1205
H 4.595 0.437 2.382 -2.19 0.31 -1.79 0.1226
H 3.040 1.500 2.375 1.01 -1.91 -1.60 0.1292
H 2.147 -1.391 1.582 1.34 1.08 1.54 0.0836
H 0.489 -0.894 3.211 1.99 1.51 0.57 0.0932
H 1.764 -0.584 4.566 -0.59 1.01 -2.31 0.0533
H 1.213 0.882 3.392 0.55 -2.22 0.19 0.0737
H 3.307 3.762 1.366 1.49 0.33 -1.00 0.0995
H 4.007 4.299 -0.123 -0.06 -0.55 1.00 0.0942
C -1.190 -1.424 -6.158 -0.07 -0.20 -0.04 -0.1149
C -1.071 -0.598 -7.431 0.12 0.08 0.00 -0.2706
C -0.910 0.901 -7.165 -0.01 0.06 -0.15 -0.2273
C -2.089 1.568 -6.447 -0.01 -0.11 0.12 -0.2302
C -3.443 1.435 -7.149 0.04 0.13 0.13 -0.2739
C -3.474 2.095 -8.519 -0.15 -0.06 -0.16 -0.1161
H -2.078 -1.151 -5.583 0.06 -0.02 0.02 0.0645
H -1.268 -2.487 -6.406 0.02 0.09 0.13 0.0726
H -0.310 -1.287 -5.523 -0.08 0.00 0.00 0.0686
H -1.939 -0.785 -8.074 0.08 0.07 0.04 0.1002
H -0.195 -0.947 -7.990 -0.12 0.06 0.00 0.1061
H -0.729 1.409 -8.119 -0.02 -0.01 0.09 0.1007
H -0.006 1.060 -6.565 -0.06 -0.04 -0.05 0.1085
H -1.858 2.633 -6.321 -0.03 -0.05 -0.02 0.1086
H -2.178 1.159 -5.434 0.03 0.02 -0.07 0.0875
H -4.208 1.904 -6.520 0.07 -0.10 -0.02 0.1047
H -3.725 0.382 -7.242 0.04 0.02 0.04 0.0990
H -3.240 3.161 -8.443 0.02 -0.09 -0.04 0.0756
H -4.472 1.998 -8.961 0.15 0.07 -0.02 0.0707
H -2.762 1.632 -9.208 -0.06 0.08 0.04 0.0665
C -1.314 -2.046 6.359 -0.13 -0.16 -0.04 -0.1101
C -1.942 -0.747 5.875 0.10 0.07 -0.04 -0.2729
C -1.228 0.501 6.402 -0.11 0.11 -0.05 -0.2305
C -1.248 0.672 7.925 0.07 -0.16 0.06 -0.2268
C -2.640 0.716 8.560 0.16 0.07 0.07 -0.2737
C -3.478 1.893 8.085 -0.23 0.00 0.02 -0.1168
H -1.368 -2.138 7.447 0.05 -0.02 -0.07 0.0678
H -1.841 -2.902 5.927 0.13 0.03 0.09 0.0725
H -0.264 -2.107 6.058 -0.05 -0.01 0.07 0.0688
H -3.004 -0.727 6.146 0.10 0.05 -0.02 0.1004
H -1.905 -0.731 4.779 -0.06 0.05 0.07 0.0958
H -1.672 1.384 5.929 0.04 -0.04 0.05 0.1010
H -0.182 0.478 6.070 -0.07 -0.02 0.02 0.0934
H -0.714 1.597 8.174 -0.05 -0.05 0.00 0.1097
H -0.675 -0.139 8.391 -0.03 0.08 -0.07 0.1023
H -2.523 0.789 9.648 0.00 -0.07 -0.12 0.1059
H -3.177 -0.218 8.372 0.06 0.01 0.00 0.0988
H -2.979 2.841 8.306 -0.05 -0.06 -0.06 0.0757
H -4.448 1.894 8.593 0.10 0.08 -0.10 0.0709
H -3.669 1.845 7.009 0.01 0.05 0.09 0.0652
```
Positions in Å, forces in eV/Å.

Its spin multiplicity is 1. Its structure (SMILES) is CCCCC[C@](C[C@H](C)Br)(OC(N)=O)S(=O)(=O)C(F)(F)C(F)(F)C(F)(F)C(F)(F)F.CCCCCC.CCCCCC. The value obtained for the LUMO energy is -1.32 eV. For the strongest force on any atom, the calculation gives 10.4 eV Å⁻¹. The frontier orbital gap is 0.329 Eh. Its HOMO energy is -10.271 eV.

Record 2
Computed, not measured: a structure of composition C26H47MoN3O5PSSi, with wB97M-V/def2-TZVPD.

```
85
Properties=species:S:1:pos:R:3:forces:R:3:lowdin_charge:R:1
Mo 1.413 1.390 0.301 -0.08 0.02 0.17 0.9367
C 0.462 5.322 -1.211 0.01 0.04 -0.02 0.0250
C 1.344 4.163 -0.893 -0.03 -0.02 -0.04 -0.2942
O 0.814 3.248 -0.186 -0.06 0.04 -0.01 -0.1874
C 2.703 4.094 -1.356 -0.08 -0.02 0.05 -0.0977
C 3.252 5.170 -2.085 -0.02 0.08 -0.02 0.0128
C 4.547 5.135 -2.536 0.09 -0.05 -0.01 -0.0208
C 5.338 4.011 -2.276 -0.04 0.08 -0.02 0.0045
C 4.830 2.932 -1.576 0.07 -0.14 0.04 0.0198
C 3.527 2.972 -1.120 -0.07 -0.04 0.02 -0.2629
O 3.034 1.896 -0.449 0.18 0.05 -0.12 -0.2743
H -0.527 5.161 -0.795 -0.01 -0.02 0.01 0.0999
H 0.383 5.447 -2.292 0.00 0.01 0.01 0.1179
H 0.882 6.246 -0.808 0.00 0.00 -0.01 0.1147
H 2.644 6.039 -2.295 0.01 -0.01 0.00 0.1251
H 4.952 5.969 -3.091 0.00 -0.02 0.01 0.1293
H 6.360 3.978 -2.631 -0.01 0.01 0.00 0.1332
H 5.426 2.050 -1.380 0.01 0.03 -0.02 0.1354
C 1.469 -3.900 -0.711 -0.01 0.02 -0.02 -0.0199
C 0.123 -4.590 -0.625 0.02 -0.03 -0.03 -0.5837
C -0.190 -5.407 -1.865 -0.02 0.03 -0.01 -0.0079
C -0.024 -5.405 0.643 -0.04 0.02 0.02 -0.0119
O -0.922 -3.523 -0.507 -0.01 0.03 -0.03 -0.1045
Si -1.447 -2.433 -1.510 -0.06 -0.09 0.06 0.3196
S -0.065 -0.090 0.044 0.04 0.05 -0.01 0.2669
O -2.815 -1.722 -1.211 0.03 -0.09 -0.09 -0.1171
C -4.054 -2.232 -0.535 -0.05 -0.01 0.05 -0.5833
C -3.790 -2.211 0.958 0.02 0.02 -0.02 -0.0164
C -4.325 -3.631 -1.055 0.04 0.01 -0.02 -0.0127
C -5.137 -1.257 -0.943 0.01 0.03 -0.01 -0.0108
O -0.607 -2.098 -2.784 0.02 0.02 -0.02 -0.1058
C -0.771 -1.429 -4.109 -0.05 0.04 -0.05 -0.5819
C -2.064 -0.639 -4.114 0.00 -0.03 0.02 -0.0203
C -0.777 -2.547 -5.131 0.00 -0.04 0.03 -0.0077
C 0.444 -0.536 -4.246 0.03 -0.03 0.02 -0.0162
H 2.258 -4.651 -0.754 0.01 0.01 0.00 0.1077
H 1.637 -3.279 0.171 0.00 -0.01 0.00 0.0838
H 1.539 -3.283 -1.609 0.00 -0.02 0.02 0.0831
H 0.520 -6.229 -1.950 0.00 0.01 0.00 0.1112
H -0.107 -4.800 -2.770 0.01 -0.02 0.02 0.0802
H -1.192 -5.835 -1.803 0.02 0.00 0.00 0.1015
H 0.708 -6.213 0.645 0.00 0.01 0.00 0.1069
H -1.019 -5.845 0.706 0.02 0.00 0.01 0.0984
H 0.145 -4.782 1.522 0.00 -0.02 -0.01 0.0922
H -2.974 -2.886 1.222 -0.02 0.00 0.00 0.0847
H -4.685 -2.533 1.489 0.01 0.00 0.00 0.1074
H -3.547 -1.197 1.284 -0.01 -0.02 0.00 0.0870
H -3.529 -4.324 -0.767 -0.02 0.01 -0.01 0.0821
H -4.438 -3.626 -2.141 0.00 0.00 0.02 0.1031
H -5.255 -4.010 -0.630 0.01 0.00 0.00 0.1122
H -4.886 -0.246 -0.621 -0.01 -0.01 0.00 0.0945
H -6.080 -1.544 -0.477 0.01 0.00 0.00 0.1072
H -5.275 -1.260 -2.024 0.00 0.00 0.01 0.0969
H -2.931 -1.294 -4.009 0.02 0.02 0.00 0.0926
H -2.157 -0.117 -5.066 0.00 0.00 0.00 0.1097
H -2.081 0.101 -3.312 0.00 0.00 -0.02 0.0919
H -1.628 -3.212 -4.977 0.01 0.01 -0.01 0.0991
H 0.144 -3.127 -5.078 -0.01 0.01 -0.01 0.0983
H -0.858 -2.124 -6.133 0.00 0.00 0.00 0.1083
H 0.439 0.238 -3.476 0.00 0.02 0.01 0.0742
H 0.431 -0.051 -5.222 0.00 0.00 0.01 0.1060
H 1.361 -1.120 -4.165 -0.01 0.01 -0.01 0.0972
C 1.681 1.303 5.708 -0.05 -0.04 -0.04 -0.0828
N 1.823 2.704 5.071 0.02 0.01 0.01 -0.0603
C 0.481 3.448 5.251 -0.06 -0.02 -0.05 -0.0840
N -0.582 2.688 4.698 0.01 -0.02 0.06 -0.1384
C -0.664 1.370 5.331 0.02 0.00 -0.05 -0.1223
N 0.576 0.613 5.141 -0.02 0.06 0.03 -0.1376
C 0.783 0.204 3.756 0.01 0.04 -0.05 -0.2773
P 0.918 1.685 2.655 -0.03 -0.01 0.21 0.8839
C 2.205 2.612 3.625 -0.01 -0.03 -0.11 -0.2149
C -0.570 2.621 3.239 0.08 -0.04 -0.06 -0.2580
H 1.532 1.473 6.773 -0.01 0.01 0.02 0.1569
H 2.620 0.778 5.544 0.02 0.00 -0.01 0.1527
H 2.553 3.216 5.572 0.01 0.01 0.00 0.1928
H 0.584 4.420 4.772 0.01 0.01 -0.01 0.1522
H 0.352 3.578 6.325 0.00 -0.01 0.02 0.1569
H -1.498 0.814 4.908 0.00 0.00 0.00 0.1472
H -0.843 1.499 6.398 0.01 0.01 0.01 0.1515
H -0.058 -0.404 3.419 -0.02 0.00 0.00 0.1003
H 1.683 -0.406 3.665 0.02 -0.01 0.01 0.1112
H 2.319 3.622 3.231 0.01 0.03 0.01 0.1136
H 3.166 2.102 3.548 0.03 0.00 0.03 0.1141
H -1.467 2.112 2.884 -0.01 -0.01 0.01 0.1111
H -0.575 3.623 2.808 0.01 0.02 0.00 0.1099
```
Positions in Å, forces in eV/Å.

Its spin multiplicity is 1. The value obtained for the LUMO energy (spin up / spin down) is -9.09 / -9.09 eV. As for the net charge: +3. For the strongest force on any atom, the calculation gives 0.2 eV Å⁻¹. The frontier orbital gap (spin up / spin down) is 0.274 / 0.274 Eh. The value obtained for the relative energy (zero: lowest compared OMol25 entry of this formula, charge and spin) is 1.369 eV. Its HOMO energy (spin up / spin down) is -16.550 / -16.548 eV.

Record 3
Computed, not measured: a cluster of 2 separate species, C26H47N5O2S in total in a non-equilibrium geometry, with wB97M-V/def2-TZVPD.

```
81
Properties=species:S:1:pos:R:3:forces:R:3:lowdin_charge:R:1
C 1.354 -3.067 -5.612 0.54 -0.66 0.07 -0.1694
C 1.853 -4.006 -4.442 -0.31 0.05 -0.79 -0.5478
S 1.275 -3.503 -2.760 -0.27 0.06 -0.17 0.8103
C 0.567 -1.767 -2.853 -0.51 -0.67 -0.92 -0.4825
N -0.289 -1.628 -1.658 1.11 1.56 -0.13 -0.0358
C -0.026 -0.423 -0.901 0.29 -0.58 0.30 -0.3337
N 0.688 -0.558 0.238 -0.95 0.74 -0.07 0.1912
N -0.500 0.896 -1.219 -1.01 -1.37 -0.62 -0.0561
C -1.848 0.805 -1.875 0.02 -0.24 0.05 -0.1987
C -2.958 0.256 -0.914 0.37 0.25 -0.21 -0.1716
C -4.399 0.624 -1.448 0.65 0.32 -0.04 -0.1979
C -4.517 0.775 -3.011 -0.69 -0.18 -0.17 -0.2076
C -4.272 -0.555 -3.837 -0.92 0.10 -0.82 -0.2745
N -4.066 -1.776 -3.008 0.26 0.06 -0.78 -0.0171
C 0.356 1.589 -2.216 0.93 0.33 -0.33 -0.1114
C 1.903 1.405 -2.019 1.14 -0.22 -1.03 -0.3302
O 2.498 1.408 -0.970 -0.81 -0.06 -0.25 0.1058
C 2.743 1.253 -3.345 -0.28 0.58 -1.52 -0.1400
C 3.724 0.204 -3.568 -0.39 1.88 -2.07 -0.0207
C 4.380 0.194 -4.887 -1.15 1.07 0.12 -0.0666
C 4.072 1.169 -5.931 -1.11 0.52 1.39 -0.0809
C 3.093 2.228 -5.700 0.16 -1.78 2.53 -0.0647
C 2.438 2.246 -4.391 1.25 -1.41 -0.73 -0.0338
H 1.986 -3.306 -6.514 -0.81 0.24 0.74 0.0760
H 0.279 -3.318 -5.831 1.06 0.54 0.15 0.0788
H 1.497 -1.978 -5.394 -0.21 -0.97 -0.15 0.0543
H 2.965 -4.126 -4.432 -0.92 0.36 -0.01 0.0604
H 1.421 -5.029 -4.635 0.46 1.01 0.34 0.0659
H 1.449 -1.086 -2.873 -1.05 -0.21 0.11 0.0554
H -0.083 -1.655 -3.769 1.04 -0.05 0.66 0.0861
H -1.280 -1.770 -1.859 0.33 0.02 -0.06 0.0915
H 1.623 -0.951 0.278 -0.69 -0.55 0.25 0.1238
H 0.188 -0.256 1.092 1.02 0.39 -0.04 0.1061
H -2.053 1.823 -2.291 -0.10 -0.79 0.57 0.1237
H -1.745 0.110 -2.762 -0.28 0.72 0.59 0.1086
H -2.858 -0.864 -0.838 -0.11 1.17 -0.02 0.0962
H -2.773 0.701 0.106 -0.33 -0.48 -0.98 0.1204
H -5.118 -0.162 -1.094 0.54 0.91 -0.25 0.1088
H -4.658 1.627 -1.000 -0.04 -1.09 -0.41 0.1147
H -3.895 1.613 -3.435 -0.47 -0.88 0.63 0.0987
H -5.584 1.085 -3.216 1.07 -0.24 0.25 0.1054
H -5.197 -0.741 -4.465 0.95 0.48 0.41 0.1036
H -3.438 -0.450 -4.590 -0.61 -0.07 1.05 0.1071
H -4.987 -2.129 -2.741 0.37 0.10 0.10 0.0746
H -3.695 -2.486 -3.651 -0.18 0.22 0.49 0.0719
H 0.161 2.704 -2.236 0.03 -1.09 0.28 0.1463
H 0.093 1.207 -3.240 0.37 0.27 0.70 0.1220
H 3.954 -0.553 -2.788 -0.18 0.69 -0.72 0.1173
H 5.122 -0.591 -5.150 -0.66 0.64 0.44 0.0972
H 4.552 1.140 -6.939 -0.29 -0.24 1.15 0.0994
H 2.780 2.993 -6.441 0.55 -0.78 0.47 0.0989
H 1.670 3.032 -4.208 0.69 -0.74 -0.03 0.1050
C -1.127 2.401 5.406 -0.04 0.40 0.09 -0.0311
C -0.083 1.482 4.744 -0.04 1.25 0.66 -0.5075
C 1.321 1.845 5.265 0.32 -0.18 0.09 -0.1516
C 1.597 1.451 6.715 0.14 0.06 0.12 -0.1812
C 0.792 0.234 7.177 -0.14 0.27 0.09 -0.1489
C 0.306 -0.688 6.041 0.25 -0.03 1.04 -0.5186
N -0.483 0.114 5.104 0.09 -1.08 -1.63 -0.1547
O -0.981 -0.600 4.077 0.22 0.32 0.36 -0.1492
C -0.615 -1.732 6.694 -0.19 -0.19 -0.14 -0.0460
C 1.503 -1.427 5.421 0.16 -0.09 -0.33 -0.0270
C -0.079 1.792 3.251 -0.21 -0.45 -0.42 -0.0590
H -2.130 2.190 5.027 0.09 -0.15 -0.04 0.0856
H -0.915 3.457 5.204 0.05 -0.03 -0.03 0.0803
H -1.153 2.275 6.490 0.06 -0.08 -0.04 0.0738
H 2.075 1.368 4.632 -0.18 -0.05 -0.11 0.1028
H 1.495 2.921 5.152 -0.20 -0.06 -0.10 0.1166
H 2.668 1.253 6.826 -0.04 0.04 -0.04 0.1056
H 1.382 2.294 7.378 -0.01 -0.06 0.00 0.1044
H 1.384 -0.332 7.902 -0.08 -0.16 -0.16 0.1149
H -0.078 0.594 7.736 -0.10 -0.14 -0.15 0.1081
H -1.509 -1.259 7.108 0.07 0.06 -0.10 0.0839
H -0.102 -2.243 7.514 0.11 0.11 -0.07 0.0799
H -0.935 -2.496 5.983 0.02 0.18 -0.08 0.0775
H 2.029 -2.007 6.186 -0.11 0.09 0.06 0.0830
H 2.234 -0.753 4.970 -0.07 0.05 0.03 0.0710
H 1.184 -2.132 4.650 -0.16 0.15 0.00 0.0767
H 0.178 2.840 3.069 0.10 -0.05 0.28 0.0869
H -1.057 1.627 2.795 0.06 -0.15 0.09 0.0745
H 0.657 1.177 2.728 -0.05 0.01 0.03 0.0649
```
Positions in Å, forces in eV/Å.

Its spin multiplicity is 1. The value obtained for the LUMO energy is -1.66 eV. For the strongest force on any atom, the calculation gives 3.1 eV Å⁻¹. The frontier orbital gap is 0.102 Eh. Its HOMO energy is -4.420 eV.

no.,total energy (eV)
1,-142726.3412
2,-72269.9584
3,-50096.3368